The molecule C5H7FN2 in a non-equilibrium geometry, computed with wB97M-V/def2-TZVPD.

Each line ends with the Mulliken charge.
Positions of all 15 atoms, in Å:
C1 1.623 -0.338 1.663  -1.044
C2 0.634 0.645 1.070  0.351
F1 1.229 1.750 0.609  -0.338
C3 -0.239 -0.044 -0.181  0.180
N1 -0.407 -1.259 -0.509  -0.526
C4 -1.287 -1.242 -1.580  -0.386
C5 -1.527 0.108 -1.878  -0.184
N2 -0.813 0.884 -1.004  -0.064
H1 2.143 -0.947 0.974  0.325
H2 2.403 0.192 2.356  0.297
H3 0.943 -0.967 2.334  0.271
H4 -0.086 0.828 1.824  0.242
H5 -1.527 -2.156 -2.250  0.294
H6 -2.139 0.675 -2.658  0.320
H7 -0.951 1.871 -0.769  0.262

Computed properties:
ΔE to the lowest compared entry with this formula, charge and spin in kcal/mol: 25.45
LUMO energy in eV: 0.861
Maximum force in eV Å⁻¹: 5.70
Total energy in eV: -10995.2041
SMILES: C[C@@H](F)c1ncc[nH]1
Net charge: 0
HOMO energy in hartree: -0.3222
Gap between HOMO and LUMO in eV: 9.63